# 1
Here is a structure of composition C26H42BrCrNOP2 at a distorted geometry from the Open Molecules 2025 dataset. Energies are from the ωB97M-V functional and the def2-TZVPD basis.

Last column: Löwdin spin population.
Element x y z (Å)
Br -1.70 -1.14 2.64  0.008
Cr 0.39 -0.05 2.59  3.073
P -2.44 -3.29 -0.95  0.600
P 2.16 -1.21 1.96  0.002
O 0.77 1.05 4.29  0.042
N -1.09 7.65 -5.41  0.001
C -0.81 8.03 -4.16  0.000
C 1.84 -1.41 0.18  0.008
C -0.65 2.95 -0.57  0.013
C -1.68 1.99 -0.53  -0.007
C -0.69 7.11 -3.12  0.001
C 4.92 -0.78 2.26  0.000
C -1.56 0.99 0.42  -0.003
C -0.86 5.75 -3.42  0.001
C -0.43 1.02 1.19  -0.145
C 2.32 -2.80 2.79  -0.001
C 0.59 1.99 1.21  0.005
C -0.72 4.78 -2.39  0.009
C -4.56 -3.85 0.87  0.014
C -2.80 -1.69 -1.76  0.087
C -0.69 3.92 -1.54  0.000
C 3.23 -3.78 2.06  -0.003
C 0.07 2.23 4.71  0.003
C -1.18 5.36 -4.73  0.001
C -0.63 -3.56 -0.93  0.085
C -1.27 6.36 -5.70  0.000
C -3.13 -3.30 0.73  0.101
C -3.08 -1.85 -3.26  0.017
C 2.80 -0.66 -0.74  0.000
C -0.30 -5.04 -1.22  0.020
C 0.47 3.01 0.28  -0.011
C 3.55 -0.10 2.32  0.006
H 3.84 -0.98 -0.60  0.000
H 5.04 -1.54 3.04  0.000
H -0.92 2.23 4.24  0.001
H 1.30 -3.19 2.90  0.000
H -0.23 -3.23 0.03  0.014
H 2.81 -4.11 1.11  0.000
H -0.20 -2.92 -1.72  0.001
H 0.75 -5.17 -1.50  0.000
H 1.83 -2.48 -0.04  0.001
H 4.23 -3.36 1.87  0.000
H -4.66 -4.81 0.36  0.003
H 0.81 -1.04 0.02  0.002
H 1.20 3.83 0.17  -0.001
H -3.52 -0.94 -3.67  0.000
H -0.02 2.24 5.80  0.000
H -0.48 -5.67 -0.34  0.000
H 2.51 -0.86 -1.78  0.000
H 3.50 0.75 1.62  0.000
H 1.32 0.69 5.01  0.004
H 0.63 3.11 4.38  0.000
H -2.44 -3.89 1.35  0.001
H -1.35 4.31 -5.01  0.000
H 2.74 0.43 -0.60  0.000
H -4.79 -4.01 1.94  0.000
H -2.51 2.06 -1.24  -0.002
H -3.69 -1.28 -1.26  0.001
H 3.37 -4.67 2.69  0.000
H -2.31 0.23 0.58  0.000
H -0.91 -5.44 -2.04  0.005
H -1.97 -0.99 -1.57  0.015
H -2.17 -2.06 -3.83  0.000
H 1.44 2.00 1.90  0.001
H -3.09 -2.26 1.10  0.021
H -5.30 -3.15 0.48  0.000
H 5.69 -0.02 2.41  0.000
H -3.78 -2.67 -3.45  0.004
H 5.10 -1.24 1.28  0.000
H -0.47 7.46 -2.10  0.000
H 3.37 0.31 3.33  0.000
H 2.68 -2.58 3.80  0.000
H -1.51 6.11 -6.73  0.000
H -0.67 9.09 -3.98  0.000

Properties
charge	+2
2S+1	5
energy relative to the best compared isomer or geometry (same formula, charge and spin)	0.000	eV
HOMO energy (alpha / beta)	-12.72 / -12.81	eV
E_LUMO (alpha / beta)	-6.36 / -8.43	eV

# 2
Here is a cluster of 2 separate species, C3H6Cl3O2P in total at a distorted geometry from the Open Molecules 2025 dataset. Energies are from the ωB97M-V functional and the def2-TZVPD basis.

Last column: natural (NBO) charge in e.
Element x y z (Å)
Cl -3.72 -0.82 -1.82  0.010
Cl -3.00 -1.23 0.92  0.047
Cl -2.71 1.33 -0.26  0.070
P 0.68 -0.31 -0.70  1.933
O 0.50 0.11 0.82  -0.824
O 1.72 -1.29 -0.86  -1.034
C 1.25 1.33 -1.38  -0.954
C -2.63 -0.32 -0.50  -0.341
C 0.90 -0.82 1.87  -0.250
H 1.19 1.46 -2.37  0.233
H 0.08 -0.65 2.46  0.199
H 1.85 -0.58 2.35  0.193
H 0.57 2.05 -0.82  0.250
H 2.29 1.57 -1.09  0.259
H 1.02 -1.83 1.39  0.209

Properties
charge	0
2S+1	1
energy relative to the best compared isomer or geometry (same formula, charge and spin)	1.123	eV
HOMO energy	-7.84	eV
E_LUMO	-2.49	eV

# 3
Here is an isolated molecule of C4H8O3 from the Open Molecules 2025 dataset. Energies are from the ωB97M-V functional and the def2-TZVPD basis.

Last column: natural (NBO) charge in e.
Element x y z (Å)
O 0.74 -1.26 1.39  -0.722
O -0.43 -1.69 -0.86  -0.716
O 2.17 0.92 1.15  -0.532
C -0.63 0.57 -1.47  -0.634
C 0.04 -0.12 0.96  -0.038
C 1.00 1.04 0.86  0.422
C -0.79 -0.44 -0.34  0.098
H -0.87 1.59 -1.16  0.202
H -0.68 0.17 1.74  0.192
H 0.39 0.53 -1.86  0.217
H 1.67 -0.99 1.47  0.500
H -1.31 0.30 -2.28  0.229
H -1.85 -0.46 -0.04  0.155
H -0.02 -2.18 -0.13  0.495
H 0.58 2.02 0.57  0.132

Properties
charge	0
2S+1	1
energy relative to the best compared isomer or geometry (same formula, charge and spin)	1.555	eV
HOMO energy	-10.21	eV
E_LUMO	0.71	eV

# 4
Here is a structure of composition C26H29N2O4PtSSe at a distorted geometry from the Open Molecules 2025 dataset. Energies are from the ωB97M-V functional and the def2-TZVPD basis.

Last column: natural (NBO) charge in e.
Element x y z (Å)
Pt -0.31 0.10 0.20  0.790
Se 1.40 1.72 0.14  -0.151
S -1.90 2.41 -0.17  1.274
O -1.36 0.49 4.99  -0.535
O -0.98 3.41 0.38  -0.990
O -1.32 0.26 2.15  -0.772
O -0.31 -0.55 -1.97  -0.729
N -2.21 -1.67 -1.33  -0.453
N -1.93 -1.34 -0.06  -0.326
C -2.60 -1.40 -6.31  -0.216
C 3.11 0.84 0.13  -0.108
C 5.01 -0.01 -1.07  -0.238
C 5.14 0.26 1.29  -0.239
C 3.18 1.04 2.63  -0.637
C 2.92 0.52 -2.35  -0.649
C -1.82 -1.28 -3.64  -0.027
C -2.98 -2.84 3.12  -0.186
C -2.38 -1.88 2.29  -0.206
C -1.55 -0.58 -5.94  -0.223
C -2.39 -2.11 0.88  0.124
C -1.16 -0.53 -4.61  -0.205
C 3.83 0.71 1.33  -0.041
C -2.86 -2.12 -4.04  -0.198
C 7.20 -0.49 0.05  -0.620
C -1.84 -0.59 4.29  0.284
C 5.76 -0.08 0.10  -0.024
C -0.33 1.28 4.45  -0.239
C -3.30 2.36 1.01  -0.820
C -1.41 -1.15 -2.23  0.538
C -2.47 -1.55 5.06  -0.255
C -3.04 -2.68 4.48  -0.272
C -2.85 3.31 -1.49  -0.811
C -3.25 -2.17 -5.36  -0.227
C -1.81 -0.70 2.86  0.324
C 3.70 0.45 -1.08  -0.031
H 3.01 2.12 2.71  0.228
H 5.69 0.19 2.22  0.190
H -1.04 0.01 -6.69  0.205
H 0.49 0.67 4.06  0.176
H 1.92 0.10 -2.20  0.260
H -3.65 2.67 -1.81  0.214
H 0.03 1.90 5.28  0.169
H 5.47 -0.31 -2.00  0.190
H -2.93 -1.44 -7.35  0.201
H 3.41 -0.04 -3.15  0.193
H -3.37 -2.71 -3.29  0.235
H 7.79 0.25 -0.49  0.208
H -0.34 0.10 -4.30  0.239
H 7.32 -1.45 -0.46  0.208
H 2.20 0.56 2.69  0.232
H -3.23 4.25 -1.09  0.215
H -2.86 -3.05 0.56  0.178
H -3.58 3.37 1.28  0.216
H -3.40 -3.72 2.66  0.197
H -4.06 -2.83 -5.66  0.203
H -2.52 -1.40 6.12  0.210
H -2.93 1.82 1.88  0.263
H 2.80 1.56 -2.66  0.220
H 3.78 0.71 3.47  0.194
H -4.12 1.82 0.55  0.215
H -2.16 3.51 -2.30  0.228
H -0.69 1.93 3.64  0.204
H 7.61 -0.59 1.05  0.205
H -3.53 -3.42 5.10  0.201

Properties
charge	-1
2S+1	1
HOMO energy	-4.15	eV
E_LUMO	2.27	eV

# 5
Here is a cluster of 40 separate species, H80O40 in total at a distorted geometry from the Open Molecules 2025 dataset. Energies are from the ωB97M-V functional and the def2-TZVPD basis.

Last column: Mulliken charge in e.
Element x y z (Å)
O -0.64 -2.72 3.32  -0.493
O 5.37 -1.89 3.77  -0.633
O 1.34 -0.13 -1.18  -0.292
O -1.95 -5.60 -2.56  -0.546
O 0.26 -2.32 -1.75  -0.191
O 3.38 -2.48 -3.54  -0.625
O -2.67 -2.60 -3.90  -0.515
O -3.88 -0.23 -5.02  -0.662
O 0.21 -5.79 0.52  -0.662
O -1.63 -0.81 0.36  0.089
O 4.97 0.87 0.77  -0.624
O -0.10 5.00 1.63  -0.483
O 5.86 -3.26 0.16  -0.611
O 0.28 2.94 -5.61  -0.580
O 1.02 4.78 4.10  -0.570
O -4.13 -2.13 -1.00  -0.427
O -2.00 3.32 0.49  -0.360
O -3.30 2.24 3.14  -0.670
O -4.65 -4.31 -2.61  -0.738
O 2.15 -4.01 2.93  -0.589
O 1.27 1.53 1.69  -0.093
O 1.97 -3.25 0.49  -0.381
O 5.76 2.27 3.01  -0.608
O -5.00 2.72 0.69  -0.640
O 3.08 2.80 0.17  -0.471
O -2.21 0.34 4.75  -0.545
O 2.75 5.60 0.24  -0.704
O 2.41 1.72 4.03  -0.585
O -6.12 -1.16 2.78  -0.630
O -2.78 3.04 -4.02  -0.573
O -2.66 -4.71 -0.01  -0.474
O 0.04 -2.60 -5.21  -0.501
O 0.56 -1.14 5.15  -0.457
O 1.92 -0.34 -4.24  -0.527
O 2.00 5.05 -4.03  -0.636
O -0.04 1.81 -0.61  -0.096
O -3.56 -1.33 2.55  -0.474
O -0.39 5.37 -1.24  -0.597
O -3.52 1.21 -1.82  -0.573
O 4.93 -0.76 -1.41  -0.577
H 5.31 -0.01 0.55  0.317
H 1.51 -4.66 3.23  0.278
H 6.02 -3.26 -0.79  0.311
H 4.09 -0.65 -0.95  0.154
H 0.11 -3.08 3.78  0.240
H 4.89 -3.20 0.19  0.293
H -0.51 -3.07 2.42  0.273
H 0.36 3.49 -4.81  0.261
H 3.06 2.46 1.07  0.024
H -0.64 4.76 2.35  0.110
H 0.75 -2.00 -2.51  0.107
H -4.24 0.59 -4.71  0.276
H 2.80 2.60 4.11  0.237
H 3.24 -2.50 -2.60  0.200
H 3.11 -1.62 -3.87  0.419
H -4.41 -2.81 -1.66  0.310
H -1.78 -0.28 -0.43  0.149
H -4.19 2.05 3.48  0.397
H 0.68 -0.42 -0.55  0.253
H -4.00 -4.71 -2.02  0.291
H -2.07 3.70 1.36  0.178
H 1.76 1.62 4.73  0.260
H 0.98 -0.47 -4.20  0.199
H -3.51 0.50 -1.17  0.122
H 1.04 4.20 4.86  0.287
H -1.75 -2.37 -3.68  0.179
H -1.64 0.61 5.48  0.277
H 1.51 -3.98 0.91  0.172
H -3.58 3.03 -4.54  0.252
H 2.05 0.58 -3.97  0.264
H 5.68 1.84 2.14  0.415
H -1.08 3.32 0.25  0.151
H 0.82 -3.18 -5.17  0.272
H 2.15 5.34 -3.12  0.296
H 5.29 -0.94 3.87  0.323
H 1.79 1.65 2.52  0.302
H -3.03 1.31 3.11  0.067
H -5.99 -1.19 1.83  0.306
H -0.24 -3.00 -6.04  0.234
H 0.70 1.91 0.02  0.103
H -1.00 -0.15 0.71  -0.067
H 5.02 2.79 3.30  0.237
H -0.71 -5.61 0.26  0.300
H 2.91 3.71 0.49  0.330
H -4.19 -3.78 -3.28  0.333
H -4.12 3.07 0.91  0.303
H 0.08 4.95 4.04  0.271
H 4.02 0.87 0.77  0.374
H 1.10 5.38 -4.12  0.321
H -2.75 2.40 -3.33  0.346
H 2.95 -3.80 3.42  0.252
H 0.44 -1.42 6.06  0.277
H 5.24 0.14 -1.57  0.321
H -2.67 -1.30 2.18  0.114
H 1.87 0.33 -0.51  0.105
H 0.57 1.62 -1.40  0.297
H -1.26 -5.86 -1.94  0.300
H -2.36 1.24 4.41  0.409
H 0.89 -1.92 4.71  0.204
H -3.52 -5.12 0.09  0.272
H -3.59 -0.78 3.34  0.332
H 1.92 6.10 0.23  0.317
H -4.37 -0.99 -4.72  0.283
H -1.33 -5.22 -3.20  0.276
H -5.45 -1.70 3.19  0.332
H 2.90 5.62 -0.72  0.313
H 0.85 -2.65 -1.06  0.227
H -4.95 -1.62 -0.96  0.266
H 0.59 0.93 2.01  -0.113
H -2.94 -1.72 -4.21  0.336
H -0.74 4.48 -1.18  0.359
H 0.82 4.81 1.83  0.329
H 5.37 -2.07 2.83  0.310
H -0.62 5.89 -0.46  0.266
H -4.90 1.83 1.02  0.292
H -0.33 2.29 -5.23  0.311
H 0.84 -5.40 -0.09  0.262
H 2.11 -2.65 1.22  0.204
H -2.92 -3.78 -0.16  0.197
H -3.14 1.95 -1.33  0.367

Properties
charge	0
2S+1	1
energy relative to the best compared isomer or geometry (same formula, charge and spin)	8.825	eV
HOMO energy	-10.66	eV
E_LUMO	-1.33	eV

# 6
Here is a structure of composition C20H20F5N4ORuS2Se at a distorted geometry from the Open Molecules 2025 dataset. Energies are from the ωB97M-V functional and the def2-TZVPD basis.

Last column: Löwdin spin population.
Element x y z (Å)
Ru -0.69 0.39 -0.93  0.110
Se -2.33 2.16 -1.08  0.232
S 6.53 0.44 0.76  0.000
S -1.42 -1.80 -0.48  0.003
F -0.44 -1.51 4.61  0.001
F -3.36 -3.66 0.60  0.000
F 0.16 -0.88 2.12  0.001
F -2.46 -3.25 5.18  0.000
F -3.89 -4.34 3.13  0.000
O -0.05 0.99 -3.60  0.014
N 1.41 -0.02 -0.69  0.007
N 6.34 -0.66 -1.62  0.000
N -2.36 1.18 1.73  0.142
N -0.66 2.50 1.39  0.138
C 2.09 0.44 0.37  0.002
C -1.16 -2.04 3.62  0.000
C 0.29 3.37 0.74  0.008
C -3.55 0.40 1.48  0.008
C -2.18 -2.92 3.91  0.000
C 5.72 -0.15 -0.52  0.000
C -2.05 1.76 2.92  0.046
C 4.20 -0.14 -0.59  0.001
C 2.11 -0.58 -1.69  0.003
C 3.47 0.40 0.45  0.000
C -1.60 -2.20 1.23  0.003
C -2.91 -3.47 2.87  0.000
C -1.67 -0.81 -3.55  0.013
C -1.00 2.58 2.72  0.054
C -1.51 1.62 0.72  0.122
C -0.71 0.10 -2.84  0.060
C -0.88 -1.71 2.30  0.000
C -0.37 1.21 -4.98  0.004
C -2.61 -3.11 1.57  0.000
C 3.49 -0.65 -1.68  0.000
H 5.86 -1.26 -2.26  0.000
H -0.11 0.35 -5.59  0.000
H 1.03 3.69 1.47  0.000
H -2.68 -0.44 -3.33  0.001
H -1.56 -0.88 -4.62  0.001
H 1.51 0.87 1.17  0.000
H -1.42 1.45 -5.10  0.000
H 7.33 -0.78 -1.54  0.000
H -2.58 1.52 3.83  0.004
H -0.45 3.19 3.41  0.005
H 0.24 2.06 -5.27  0.000
H 3.98 0.80 1.32  0.000
H -0.21 4.24 0.31  0.005
H 0.79 2.83 -0.07  0.002
H 3.96 -1.11 -2.53  0.000
H -1.61 -1.80 -3.10  0.002
H -3.37 -0.29 0.66  0.001
H 1.54 -0.97 -2.52  0.001
H -3.80 -0.16 2.38  0.001
H -4.38 1.06 1.21  0.005

Properties
charge	0
2S+1	2
energy relative to the best compared isomer or geometry (same formula, charge and spin)	0.818	eV
HOMO energy (alpha / beta)	-6.05 / -6.53	eV
E_LUMO (alpha / beta)	-0.82 / -0.86	eV

# 7
Here is a structure of composition C15H38N13O3PrS2 at a distorted geometry from the Open Molecules 2025 dataset. Energies are from the ωB97M-V functional and the def2-TZVPD basis.

Last column: Löwdin spin population.
Element x y z (Å)
Pr 0.06 -0.04 -0.95  2.023
S -2.49 0.96 -2.09  -0.006
S -0.19 0.31 -3.90  -0.005
O -2.31 -2.99 0.47  -0.001
O -2.59 0.52 -4.69  0.000
O -1.34 -1.89 -1.09  -0.001
N -1.58 2.48 2.96  0.000
N -3.55 1.24 2.31  0.000
N 1.38 -3.96 1.75  0.000
N 2.48 -3.25 1.25  0.000
N -0.03 -2.79 0.38  0.000
N 0.44 2.57 -1.30  -0.001
N 1.82 -0.14 1.06  -0.002
N -1.30 -2.61 -0.06  0.000
N 1.46 -1.81 -2.38  -0.003
N -1.89 0.19 3.71  0.000
N -0.80 -4.60 1.78  0.000
N -1.36 0.66 1.35  -0.002
N 2.67 0.70 -1.56  -0.002
C 3.09 0.58 0.87  0.000
C -3.32 0.31 3.40  0.000
C -2.85 0.78 1.13  0.000
C -3.02 2.55 2.68  0.000
C 3.61 0.28 -0.51  0.000
C -0.90 2.01 1.77  0.000
C 2.80 2.18 -1.72  0.000
C 3.04 0.05 -2.84  0.000
C 2.82 -1.45 -2.83  0.000
C -1.37 1.52 4.05  0.000
C -1.21 -0.27 2.52  0.000
C -4.03 0.74 -4.66  0.000
C 1.55 2.84 -2.25  0.000
C 0.13 -3.78 1.31  0.000
C -1.85 0.60 -3.63  0.000
H 1.42 -2.78 -2.09  0.000
H 0.18 1.97 1.96  0.000
H -3.23 -0.20 0.81  0.000
H -3.53 2.91 3.57  0.000
H 3.53 -1.94 -2.16  0.000
H 3.84 0.30 1.62  0.000
H 1.56 -4.73 2.38  0.000
H 3.02 -3.86 0.64  0.000
H 2.47 0.52 -3.64  0.000
H -1.09 2.70 0.95  0.000
H 3.06 -2.99 2.03  0.000
H -4.19 1.81 -4.79  0.000
H -1.59 -1.25 2.23  0.000
H 3.78 -0.79 -0.59  0.000
H 0.82 -1.73 -3.18  0.000
H -3.71 -0.67 3.14  0.000
H 3.03 2.61 -0.75  0.000
H -1.87 1.88 4.94  0.000
H -4.45 0.39 -3.72  0.000
H 1.43 0.08 1.97  0.000
H 4.09 0.26 -3.07  0.000
H 0.57 3.14 -0.47  0.000
H 4.59 0.76 -0.66  0.000
H 3.66 2.40 -2.35  0.000
H -0.54 -5.38 2.37  0.000
H 1.74 3.91 -2.37  0.000
H -0.45 2.86 -1.72  0.000
H -3.01 1.49 0.32  0.000
H -0.15 -0.37 2.77  0.000
H -3.84 0.66 4.29  0.000
H 2.90 1.65 1.02  0.000
H 1.99 -1.14 1.06  0.000
H -4.41 0.18 -5.50  0.000
H -0.30 1.45 4.26  0.000
H 3.03 -1.85 -3.83  0.000
H -3.19 3.26 1.86  0.000
H 1.25 2.45 -3.22  0.000
H -1.77 -4.44 1.58  0.000

Properties
charge	+2
2S+1	3
energy relative to the best compared isomer or geometry (same formula, charge and spin)	0.000	eV
HOMO energy (alpha / beta)	-13.57 / -13.58	eV
E_LUMO (alpha / beta)	-6.30 / -6.29	eV

Number 1: electronic energy -148204.390 eV. Number 2: electronic energy -54156.082 eV. Number 3: electronic energy -10419.449 eV. Number 4: electronic energy -118031.433 eV. Number 5: electronic energy -83196.990 eV. Number 6: electronic energy -132255.626 eV. Number 7: electronic energy -77411.614 eV.